No. 1
3 unconnected molecules or ions with the total composition CH8O2 in a non-equilibrium geometry. Source: the Open Molecules 2025 dataset; level of theory: the ωB97M-V functional and the def2-TZVPD basis.

Summary:
Gap between HOMO and LUMO ... 12.3 eV
Multiplicity ... 1
Charge ... 0
Energy relative to the best compared isomer or geometry (same formula, charge and spin) ... 1.1915 eV
SMILES ... C.O.O
LUMO ... 0.033 Eh
Electronic energy ... -193.32160 Eh

Element x y z (Å)
C1 -4.490 -1.609 0.896
H1 -3.765 -1.936 1.602
H2 -4.452 -1.529 -0.195
H3 -4.862 -0.717 1.120
H4 -5.153 -2.501 0.933
H5 3.175 -1.137 1.196
H6 3.299 0.367 1.578
O1 3.555 -0.311 1.020
H7 4.466 2.427 -2.294
H8 4.281 3.937 -2.880
O2 3.946 3.009 -2.975

---

No. 2
C5H6ClNO2 in the gas phase in a non-equilibrium geometry. Source: the Open Molecules 2025 dataset; level of theory: the ωB97M-V functional and the def2-TZVPD basis.

Summary:
Gap between HOMO and LUMO (alpha / beta) ... 5.4 / 8.5 eV
Multiplicity ... 1
Charge ... 0
Energy relative to the best compared isomer or geometry (same formula, charge and spin) ... 2.4023 eV
LUMO (alpha / beta) ... -0.085 / -0.035 Eh
Electronic energy ... -859.41648 Eh

Element x y z (Å)
C1 1.966 0.462 -0.354
C2 -1.042 -1.647 -0.156
C3 2.608 -0.630 0.133
C4 0.264 -1.155 -0.369
C5 -0.540 1.186 -0.105
N1 0.491 0.154 -0.364
O1 2.360 1.523 -0.705
O2 -1.288 -2.848 -0.305
Cl1 4.316 -0.783 0.142
H1 -1.752 -0.952 0.426
H2 2.073 -1.465 0.602
H3 1.035 -1.955 -0.618
H4 -0.049 2.094 -0.355
H5 -1.490 1.077 -0.697
H6 -0.707 1.229 0.990

---

No. 3
C3H5N3O in the gas phase. Source: the Open Molecules 2025 dataset; level of theory: the ωB97M-V functional and the def2-TZVPD basis.

Summary:
Gap between HOMO and LUMO ... 7.8 eV
Multiplicity ... 1
Charge ... 0
Energy relative to the best compared isomer or geometry (same formula, charge and spin) ... 5.8662 eV
LUMO ... 0.022 Eh
Electronic energy ... -356.64180 Eh

Element x y z (Å)
N1 2.351 0.623 -0.056
C1 0.958 0.257 -0.021
C2 0.262 -0.878 0.122
N2 -1.159 -0.800 0.098
C3 -1.766 0.377 -0.023
O1 -3.100 0.153 -0.067
N3 1.131 1.544 -0.187
H1 2.897 0.497 -0.902
H2 2.882 0.714 0.804
H3 0.724 -1.844 0.264
H4 -1.687 -1.670 0.129
H5 -3.494 1.027 -0.161

---

No. 4
A gas-phase ion, C4H10NO (charge -1) in a non-equilibrium geometry. Source: the Open Molecules 2025 dataset; level of theory: the ωB97M-V functional and the def2-TZVPD basis.

Summary:
Gap between HOMO and LUMO ... 6.6 eV
Multiplicity ... 1
Charge ... -1
Energy relative to the best compared isomer or geometry (same formula, charge and spin) ... 1.0497 eV
SMILES ... CC(C)NC[O-]
LUMO ... 0.162 Eh
Electronic energy ... -288.35307 Eh

Element x y z (Å)
C1 -0.680 1.088 0.843
C2 0.556 0.566 0.037
C3 1.424 -0.369 0.864
N1 0.172 0.036 -1.303
C4 -1.178 -0.740 -1.189
O1 -1.319 -1.461 -0.184
H1 -1.338 0.210 1.230
H2 -0.148 1.664 1.688
H3 -1.219 1.861 0.287
H4 1.174 1.399 -0.183
H5 0.796 -1.239 1.025
H6 2.180 -0.753 0.225
H7 1.832 -0.147 1.854
H8 0.826 -0.623 -1.676
H9 -1.983 -0.040 -1.406
H10 -1.096 -1.452 -2.112

---

No. 5
A molecular structure, C12H30F4Li5N3O17S4 in a non-equilibrium geometry. Source: the Open Molecules 2025 dataset; level of theory: the ωB97M-V functional and the def2-TZVPD basis.

Summary:
Gap between HOMO and LUMO ... 5.0 eV
Multiplicity ... 1
Charge ... +2
LUMO ... -0.296 Eh
Electronic energy ... -3947.71244 Eh

Element x y z (Å)
Li1 0.389 -1.546 0.606
Li2 -2.076 1.605 3.173
Li3 3.501 3.335 2.169
Li4 3.722 1.388 0.245
Li5 -0.276 2.201 5.191
N1 -0.778 -2.816 1.651
S1 -2.052 -3.263 1.021
O1 -2.793 -2.273 0.230
O2 -2.807 -4.285 1.761
F1 -1.305 -4.142 -0.053
S2 -1.556 -1.961 2.899
O3 -2.388 -2.625 3.918
O4 -1.830 -0.571 2.644
F2 -0.218 -1.777 3.701
N2 2.028 -2.686 0.513
S3 2.925 -3.338 -0.498
O5 3.852 -4.383 -0.080
O6 3.358 -2.422 -1.556
F3 1.657 -4.183 -1.191
S4 3.496 -1.945 1.198
O7 3.682 -0.545 0.686
O8 4.604 -2.670 1.770
F4 2.647 -1.725 2.521
N3 0.912 1.206 2.307
O9 0.868 0.260 1.526
O10 0.190 1.177 3.351
O11 1.808 2.043 2.129
C1 -4.799 0.244 3.262
O12 -3.884 1.225 2.898
C2 -4.111 1.534 1.513
C3 -3.266 2.710 1.028
O13 -1.908 2.757 1.549
C4 -1.283 4.087 1.304
H1 -4.479 -0.382 4.095
H2 -5.135 -0.467 2.507
H3 -5.703 0.822 3.451
H4 -5.176 1.677 1.332
H5 -3.875 0.605 0.996
H6 -3.741 3.627 1.374
H7 -3.212 2.579 -0.053
H8 -1.817 4.967 1.662
H9 -1.155 4.257 0.235
H10 -0.263 4.058 1.687
C5 -3.121 -3.136 -3.511
O14 -2.286 -2.047 -3.154
C6 -0.939 -2.245 -2.826
C7 -0.181 -1.018 -2.270
O15 -0.482 -0.704 -0.908
C8 -1.409 0.328 -0.790
H11 -3.531 -3.787 -2.739
H12 -2.656 -3.691 -4.326
H13 -4.013 -2.709 -3.968
H14 -0.493 -2.416 -3.806
H15 -0.718 -3.134 -2.235
H16 -0.158 -0.155 -2.935
H17 0.845 -1.379 -2.196
H18 -1.055 1.264 -1.222
H19 -1.567 0.556 0.264
H20 -2.391 0.194 -1.244
C9 6.033 0.293 -2.058
O16 4.870 1.051 -1.628
C10 3.834 0.849 -2.593
C11 2.862 2.031 -2.519
O17 2.374 2.234 -1.176
C12 1.303 3.158 -1.147
H21 5.785 -0.766 -2.135
H22 6.780 0.428 -1.276
H23 6.637 0.756 -2.839
H24 3.369 -0.133 -2.496
H25 4.197 0.642 -3.600
H26 2.081 1.785 -3.238
H27 3.264 2.963 -2.917
H28 0.369 3.051 -1.698
H29 1.643 4.166 -1.384
H30 1.000 3.207 -0.101

---

No. 6
2 unconnected molecules or ions with the total composition C4H11BO2 in a non-equilibrium geometry. Source: the Open Molecules 2025 dataset; level of theory: the ωB97M-V functional and the def2-TZVPD basis.

Summary:
Gap between HOMO and LUMO (alpha / beta) ... 7.6 / 8.4 eV
Multiplicity ... 1
Charge ... 0
Energy relative to the best compared isomer or geometry (same formula, charge and spin) ... 3.8660 eV
LUMO (alpha / beta) ... 0.011 / 0.014 Eh
Electronic energy ... -334.29693 Eh

Element x y z (Å)
B1 0.371 -0.125 -1.956
C1 0.743 -0.688 1.160
C2 -1.063 0.795 1.940
C3 -0.289 1.034 -1.210
C4 -0.649 -0.191 0.992
O1 -0.190 -1.396 -1.813
O2 1.530 0.244 -2.591
H1 1.605 0.085 1.366
H2 0.924 -1.252 0.203
H3 0.859 -1.481 1.964
H4 -1.937 1.289 1.622
H5 -0.332 1.524 2.204
H6 -1.332 0.492 2.966
H7 -1.347 1.009 -1.043
H8 0.195 1.811 -0.867
H9 -1.360 -0.641 0.324
H10 0.414 -2.092 -2.043
H11 1.857 -0.418 -3.219

---

No. 7
C3H7N3O2 in the gas phase in a non-equilibrium geometry. Source: the Open Molecules 2025 dataset; level of theory: the ωB97M-V functional and the def2-TZVPD basis.

Summary:
Gap between HOMO and LUMO ... 9.7 eV
Multiplicity ... 1
Charge ... 0
Energy relative to the best compared isomer or geometry (same formula, charge and spin) ... 3.3646 eV
SMILES ... [H]/N=C(/N)NOC(C)=O
LUMO ... 0.020 Eh
Electronic energy ... -433.19912 Eh

Element x y z (Å)
C1 2.672 0.098 -0.124
C2 1.267 -0.167 0.261
C3 -1.886 -0.048 -0.098
H1 3.193 0.945 0.529
H2 2.546 0.689 -1.044
H3 3.338 -0.797 -0.437
H4 -0.693 -1.511 0.057
H5 -0.744 1.544 0.112
H6 -2.467 1.750 0.593
H7 -2.906 -1.659 0.091
N1 -0.819 -0.808 -0.678
N2 -1.735 1.303 0.045
N3 -2.941 -0.634 0.259
O1 0.752 -0.511 1.314
O2 0.421 -0.195 -0.880

---

No. 8
C2H3N3O3S in the gas phase in a non-equilibrium geometry. Source: the Open Molecules 2025 dataset; level of theory: the ωB97M-V functional and the def2-TZVPD basis.

Summary:
Gap between HOMO and LUMO ... 9.0 eV
Multiplicity ... 1
Charge ... 0
Energy relative to the best compared isomer or geometry (same formula, charge and spin) ... 2.4704 eV
SMILES ... N#C[C@H](N=O)S(N)(=O)=O
LUMO ... -0.059 Eh
Electronic energy ... -866.04591 Eh

Element x y z (Å)
C1 1.045 1.004 1.556
C2 0.705 -0.080 0.693
N1 1.356 1.898 2.213
N2 1.862 -0.239 -0.346
N3 -1.177 -0.917 -1.036
O1 1.812 -1.242 -0.949
O2 -0.634 1.682 -0.793
O3 -1.917 0.465 0.875
S1 -0.883 0.460 -0.073
H1 0.448 -1.000 1.094
H2 -2.155 -0.852 -1.479
H3 -0.462 -1.179 -1.757